[1]
29
Properties=species:S:1:pos:R:3 method="wB97M-V/def2-TZVPD" charge=+1 relative_energy_ev=0.3750 lumo_ev="-3.763 / -7.023" spin_multiplicity=5
Pd 0.25 -2.18 -0.74
N -1.97 -2.31 -0.36
C -2.07 -2.08 1.10
C -0.76 -2.45 1.81
O -0.45 -2.01 2.89
N -0.01 -3.32 1.02
C 1.12 -3.91 1.56
C 2.51 -3.32 0.64
O 3.47 -3.32 1.33
O 2.18 -3.10 -0.55
H -2.56 -1.66 -0.88
H -2.25 -3.25 -0.60
H -2.88 -2.67 1.54
H -2.28 -1.03 1.30
H 1.30 -4.93 1.22
H 1.28 -3.76 2.62
C 0.22 -0.19 -0.83
C 0.19 1.05 -0.89
C 0.21 2.43 -0.99
C 0.55 3.04 -2.23
C 0.58 4.41 -2.32
C 0.27 5.18 -1.19
C -0.07 4.60 0.03
C -0.10 3.24 0.15
H 0.78 2.41 -3.07
H 0.84 4.89 -3.25
H 0.30 6.26 -1.27
H -0.30 5.23 0.88
H -0.35 2.75 1.08

---

[2]
26
Properties=species:S:1:pos:R:3 method="wB97M-V/def2-TZVPD" relative_energy_ev=3.2603 lumo_ev="-1.481 / -1.480"
C 0.35 -1.13 -3.66
C -0.92 -0.95 -3.23
C 1.33 -0.42 -3.06
C -1.29 -0.18 -2.14
C 1.06 0.30 -1.93
C -0.44 -0.11 3.77
C 0.70 -0.90 3.78
C -0.19 0.30 -1.34
C -0.44 0.60 2.54
C 1.26 -0.78 2.47
C -1.33 1.61 1.94
C -0.34 1.12 -0.19
N 0.52 0.06 1.77
O -1.43 1.32 0.56
O 2.16 -1.55 1.83
H 0.71 -1.70 -4.56
H -1.80 -1.37 -3.81
H 2.35 -0.35 -3.36
H -2.39 -0.18 -2.10
H 1.89 0.71 -1.35
H -1.07 0.19 4.69
H 1.09 -1.44 4.65
H -2.32 1.65 2.35
H -0.86 2.65 2.20
H 0.52 1.72 -0.01
H 2.39 -1.12 0.99

---

[3]
26
Properties=species:S:1:pos:R:3 method="wB97M-V/def2-TZVPD" relative_energy_ev=5.2959 smiles=COc1cccc(Oc2cccnc2)c1 lumo_ev=0.543
C -1.53 -2.11 -2.53
O -2.14 -2.13 -1.28
C -1.72 -1.48 -0.10
C -2.29 -1.99 1.13
C -1.94 -1.33 2.30
C -1.26 -0.18 2.39
C -0.70 0.18 1.04
O 0.15 1.24 1.16
C 1.13 1.24 0.29
C 1.88 0.24 0.12
C 2.88 0.47 -0.89
C 3.14 1.69 -1.34
N 2.41 2.65 -1.00
C 1.40 2.61 -0.20
C -0.98 -0.29 -0.14
H -1.35 -3.29 -3.08
H -0.39 -1.94 -2.10
H -1.96 -1.23 -3.05
H -3.03 -2.75 1.23
H -2.26 -1.80 3.21
H -0.94 0.54 3.25
H 1.27 -0.76 0.17
H 3.49 -0.28 -1.10
H 4.18 1.86 -1.76
H 0.77 3.54 -0.20
H -0.81 0.35 -1.14

---

[4]
25
Properties=species:S:1:pos:R:3 method="wB97M-V/def2-TZVPD" relative_energy_ev=3.0593 lumo_ev=0.232
C 2.77 -0.42 -2.14
C 3.20 -1.31 -1.17
C 1.52 0.24 -2.10
C 2.40 -1.61 -0.08
C 0.71 -0.08 -1.06
C 1.22 -0.95 -0.05
C -2.40 0.10 1.25
C -1.85 -0.75 2.14
C -0.58 -0.05 -0.28
C -1.82 0.39 -0.11
C -0.49 -1.41 1.95
C -1.85 3.04 -0.28
N 0.07 -0.84 0.74
S -2.45 1.55 -1.27
H 3.34 -0.30 -2.96
H 4.05 -1.89 -1.17
H 1.16 0.90 -2.84
H 2.48 -2.30 0.75
H -3.34 0.55 1.64
H -2.18 -0.87 3.06
H 0.02 -1.18 2.97
H -0.64 -2.47 1.73
H -2.48 3.83 -0.64
H -0.87 3.12 -0.77
H -2.02 2.70 0.69

---

[5]
29
Properties=species:S:1:pos:R:3 method="wB97M-V/def2-TZVPD" charge=+3 lumo_ev="-14.940 / -14.498" spin_multiplicity=6
O 0.03 -3.10 0.00
C 0.01 -1.98 -0.01
Sm -0.03 0.01 0.30
O -2.66 -0.03 -1.54
C -1.73 -0.02 -1.00
C 1.73 0.02 -1.02
O 2.67 0.02 -1.54
C -0.02 1.99 -0.01
O -0.03 3.09 0.00
C 3.23 0.87 3.22
P 1.90 0.38 2.11
C 2.41 -1.42 2.10
C 0.52 0.81 3.28
C -0.40 -0.16 3.68
C -1.39 0.19 4.57
C -1.51 1.48 5.06
C -0.59 2.45 4.64
C 0.40 2.13 3.76
H 4.17 0.60 2.75
H 3.13 0.32 4.18
H 3.19 1.92 3.40
H 2.87 -1.67 3.04
H 1.56 -2.08 1.94
H 3.14 -1.53 1.28
H -0.32 -1.19 3.30
H -2.12 -0.59 4.90
H -2.30 1.74 5.77
H -0.68 3.48 5.03
H 1.12 2.91 3.42

---

[6]
24
Properties=species:S:1:pos:R:3 method="wB97M-V/def2-TZVPD" relative_energy_ev=0.7407 smiles=c1ccccc1.c1ccccc1 lumo_ev=1.010
C -1.98 0.18 1.40
C -2.33 -1.06 0.89
C -2.56 -1.19 -0.49
C -2.43 -0.09 -1.31
C -2.09 1.17 -0.79
C -1.93 1.31 0.60
H -1.83 0.29 2.44
H -2.34 -1.94 1.52
H -2.89 -2.15 -0.87
H -2.70 -0.16 -2.35
H -2.03 2.04 -1.41
H -1.66 2.26 1.05
C 2.69 1.26 0.01
C 1.34 1.01 -0.05
C 0.89 -0.28 -0.21
C 1.78 -1.33 -0.12
C 3.16 -1.13 -0.03
C 3.57 0.19 0.01
H 3.08 2.29 0.02
H 0.66 1.82 -0.10
H -0.18 -0.49 -0.27
H 1.40 -2.34 -0.07
H 3.76 -2.03 0.07
H 4.63 0.38 0.04